{"formula": "C44H31BrFIN3OPSr", "method": "ωB97M-V/def2-TZVPD", "e_lumo_ha": -0.0133, "gap_ha": 0.2126, "homo_energy_ev": -6.15, "species": ["Sr", "Br", "C", "C", "C", "C", "C", "C", "N", "N", "C", "C", "C", "C", "O", "C", "N", "C", "C", "C", "C", "H", "H", "H", "H", "H", "H", "H", "H", "H", "I", "C", "C", "C", "C", "C", "C", "C", "C", "C", "P", "C", "C", "C", "C", "C", "C", "C", "C", "C", "C", "C", "C", "C", "H", "H", "H", "H", "H", "H", "H", "H", "H", "H", "H", "H", "H", "H", "H", "H", "F", "C", "C", "C", "C", "C", "C", "C", "H", "H", "H", "H", "H", "H"], "coordinates": [[0.403375, 0.636632, -1.343852], [2.757376, -6.383485, 5.226649], [3.836765, -4.901639, 4.742366], [4.022701, -4.603685, 3.401665], [4.798358, -3.511310, 3.051867], [5.383086, -2.728210, 4.042032], [5.229258, -3.066162, 5.378734], [4.435540, -4.145790, 5.735562], [6.283668, -1.659558, 3.714709], [5.956507, -0.735002, 2.956138], [4.621932, -0.565951, 2.487294], [3.508829, -0.591626, 3.296601], [2.228157, -0.347922, 2.797490], [1.997772, -0.109306, 1.444132], [0.823942, 0.040739, 0.932619], [3.173591, 0.000928, 0.599945], [2.973270, 0.318789, -0.709906], [4.012846, 0.423178, -1.505946], [5.333845, 0.222343, -1.078296], [5.560026, -0.097336, 0.232369], [4.468925, -0.212292, 1.121405], [3.559949, -5.213432, 2.638046], [4.939849, -3.262059, 2.008188], [5.729155, -2.473393, 6.134134], [4.293010, -4.405194, 6.775362], [3.620861, -0.801641, 4.352203], [1.373627, -0.388271, 3.460833], [3.813144, 0.673552, -2.542884], [6.146546, 0.324175, -1.784291], [6.562394, -0.253891, 0.608227], [-1.962461, -1.010332, 0.513863], [-3.832133, -1.125125, -0.426559], [-4.334143, -2.390737, -0.565620], [-5.672247, -2.609782, -0.941006], [-6.506147, -1.544460, -1.086340], [-6.018469, -0.221660, -0.954778], [-6.924887, 0.863069, -1.042010], [-6.496106, 2.147859, -0.914722], [-5.115481, 2.397914, -0.813631], [-4.188349, 1.387259, -0.757102], [-2.449439, 1.858135, -1.103207], [-2.595932, 3.171506, -2.368087], [-2.468444, 2.761103, -3.694067], [-2.568879, 3.682245, -4.728802], [-2.774655, 5.023059, -4.444631], [-2.877988, 5.445704, -3.124116], [-2.790433, 4.526126, -2.091912], [-1.849933, 2.736686, 0.369623], [-2.370179, 2.501150, 1.637858], [-1.733986, 3.011044, 2.761834], [-0.572093, 3.755599, 2.633448], [-0.047918, 4.004349, 1.371980], [-0.680982, 3.496630, 0.248998], [-4.635811, 0.021624, -0.714113], [-3.704037, -3.240553, -0.338244], [-6.035345, -3.622453, -1.053196], [-7.558513, -1.685739, -1.299395], [-7.973110, 0.639049, -1.199396], [-7.192129, 2.974938, -0.952956], [-4.777357, 3.425691, -0.840917], [-2.278876, 1.716009, -3.916193], [-2.472620, 3.349818, -5.754122], [-2.844498, 5.743231, -5.249509], [-3.026147, 6.494629, -2.901372], [-2.859242, 4.862227, -1.063825], [-3.268377, 1.906328, 1.747599], [-2.145832, 2.814721, 3.743235], [-0.073734, 4.141817, 3.512575], [0.854997, 4.591293, 1.263479], [-0.278534, 3.723581, -0.735946], [2.366718, -4.601778, -0.335790], [1.827343, -3.687438, -1.185774], [0.458514, -3.556783, -1.263245], [-0.083896, -2.606440, -2.117530], [0.713433, -1.756349, -2.913873], [0.154193, -0.651006, -3.664850], [2.107798, -1.964155, -2.810292], [2.661646, -2.908962, -1.962456], [-0.175263, -4.191658, -0.656603], [-1.162058, -2.520690, -2.188638], [-0.881351, -0.766619, -3.987292], [0.762221, -0.288343, -4.494437], [2.768423, -1.363296, -3.425054], [3.734455, -3.043225, -1.896252]], "forces_ev_per_a": [[0.2, -0.5, 0.1], [0.0, 0.0, 0.0], [0.0, 0.0, 0.0], [0.0, 0.0, 0.0], [0.0, 0.0, 0.0], [-0.1, 0.0, 0.0], [0.0, 0.0, 0.0], [0.0, 0.0, 0.0], [0.0, 0.1, 0.0], [0.1, 0.0, 0.0], [-0.1, 0.0, 0.0], [0.0, 0.0, -0.1], [0.0, -0.1, 0.0], [0.1, 0.1, 0.0], [-0.1, 0.1, -0.1], [0.0, 0.0, 0.0], [0.0, 0.2, 0.0], [0.0, 0.0, 0.1], [0.0, 0.0, 0.1], [0.0, 0.0, -0.1], [0.0, 0.0, 0.0], [0.0, 0.0, 0.0], [0.0, 0.0, 0.0], [0.0, 0.0, 0.0], [0.0, 0.0, 0.0], [0.0, 0.0, 0.0], [0.0, 0.0, 0.0], [0.0, 0.0, 0.0], [0.0, 0.0, 0.0], [0.0, 0.0, 0.0], [0.0, 0.1, 0.1], [0.0, 0.0, 0.0], [0.1, 0.0, 0.0], [0.0, 0.0, 0.0], [0.0, 0.0, 0.0], [0.0, 0.0, 0.0], [0.0, 0.0, 0.0], [0.0, 0.0, 0.0], [0.0, 0.0, 0.0], [-0.1, 0.0, 0.0], [-0.1, 0.1, -0.2], [-0.1, 0.1, 0.1], [0.0, 0.0, 0.0], [0.0, 0.0, 0.0], [0.0, 0.0, 0.0], [0.0, 0.0, 0.0], [0.0, 0.0, 0.0], [0.1, 0.0, 0.0], [0.0, 0.0, 0.0], [0.0, 0.0, 0.0], [0.0, 0.0, 0.0], [0.0, 0.0, 0.0], [0.0, 0.0, 0.0], [0.0, 0.0, 0.0], [0.0, 0.0, 0.0], [0.0, 0.0, 0.0], [0.0, 0.0, 0.0], [0.0, 0.0, 0.0], [0.0, 0.0, 0.0], [0.0, 0.0, 0.0], [0.0, 0.0, 0.0], [0.0, 0.0, 0.0], [0.0, 0.0, 0.0], [0.0, 0.0, 0.0], [0.0, 0.0, 0.0], [0.0, 0.0, 0.0], [0.0, 0.0, 0.0], [0.0, 0.0, 0.0], [0.0, 0.0, 0.0], [0.0, 0.0, 0.0], [0.0, 0.0, 0.0], [0.0, 0.0, 0.0], [0.0, 0.0, 0.0], [0.0, 0.0, 0.0], [0.0, -0.1, -0.1], [-0.1, 0.3, -0.2], [0.0, 0.0, 0.0], [0.0, 0.0, 0.0], [0.0, 0.0, 0.0], [0.0, 0.0, 0.0], [0.0, -0.1, 0.1], [0.1, -0.1, 0.1], [0.0, 0.0, 0.0], [0.0, 0.0, 0.0]]}